Run a
The following is a DFT calculation (ωB97M-V with the def2-TZVPD basis set) of a single C4H8O4 molecule.

Each line ends with the Löwdin charge.
Atoms and positions in Å:
C -1.741 1.336 -0.234  -0.042
O -0.420 0.745 -0.718  -0.115
C -0.092 -0.240 0.241  -0.297
O 1.284 -0.802 -0.089  -0.193
C 2.342 0.046 0.182  -0.111
C -0.957 -1.381 0.105  -0.433
O -2.131 -1.432 0.535  0.076
O -0.349 -2.133 -0.853  0.075
H -1.984 2.130 -1.145  0.137
H -2.519 0.485 -0.051  0.101
H -1.679 2.057 0.681  0.104
H -0.218 0.234 1.312  0.200
H 1.947 1.021 -0.257  0.102
H 2.463 0.257 1.335  0.118
H 3.343 -0.290 -0.262  0.116
H 0.710 -2.032 -0.781  0.164

- structure (SMILES) = COC(OC)C(=O)O
- total charge = 0

=====

Run b
The following is a DFT calculation (ωB97M-V with the def2-TZVPD basis set) of a molecular structure, C4H8O4.

Each line ends with the Löwdin charge.
Atoms and positions in Å:
C -0.843 0.270 0.378  -0.633
C -0.007 -0.995 0.523  -0.010
C -0.471 1.014 -1.373  -0.006
C 1.482 -0.798 0.379  -0.496
O -2.159 -0.087 0.320  0.066
O -0.537 1.299 1.166  -0.047
O 2.157 -1.550 1.277  0.108
O 2.049 -0.122 -0.439  0.112
H -0.262 1.544 -0.029  0.153
H -2.673 0.710 0.516  0.129
H 3.107 -1.422 1.122  0.130
H -0.226 -1.372 1.524  0.142
H -0.339 -1.757 -0.184  0.145
H 0.361 1.710 -1.540  0.076
H -1.414 1.440 -1.709  0.062
H -0.225 0.117 -1.931  0.068

- total charge = 0

=====

Stability, lowest: run a

=====

Run a
The following is a DFT calculation (ωB97M-V with the def2-TZVPD basis set) of a single C4H8O4 molecule.

Each line ends with the Löwdin charge.
Atoms and positions in Å:
C -1.145 -1.282 0.756  0.009
C 0.213 -0.607 0.826  -0.371
O 1.153 -1.134 1.476  0.037
C 0.659 0.215 -0.448  -0.552
O 0.111 -0.215 -1.678  0.042
O 2.052 0.255 -0.491  0.044
C 0.047 1.532 -0.009  -0.154
O -1.158 1.863 -0.575  -0.012
H -1.865 -0.681 0.199  0.083
H -1.517 -1.419 1.772  0.092
H -1.038 -2.247 0.257  0.102
H 0.804 -0.741 -2.106  0.126
H 2.322 -0.376 0.227  0.109
H 0.722 2.383 0.060  0.138
H -0.183 1.018 1.193  0.197
H -1.177 1.438 -1.458  0.111

- structure (SMILES) = CC(=O)C(O)(O)CO
- total charge = 0

=====

Run b
The following is a DFT calculation (ωB97M-V with the def2-TZVPD basis set) of a single C4H8O4 molecule.

Each line ends with the Löwdin charge.
Atoms and positions in Å:
C 1.217 1.147 0.691  0.064
C 0.638 0.471 -0.306  -0.286
C 1.220 0.290 -1.665  -0.036
O -0.919 0.321 -0.385  0.017
C -1.256 -0.633 0.540  -0.727
O -0.048 -1.488 0.582  0.023
O -2.356 -1.390 0.187  0.105
O -1.472 -0.157 1.829  0.082
H 2.179 1.619 0.529  0.071
H 0.751 1.263 1.660  0.067
H 0.470 0.456 -2.442  0.086
H 2.030 1.001 -1.847  0.086
H 1.614 -0.723 -1.775  0.089
H 0.253 -1.431 1.502  0.111
H -2.332 -1.390 -0.781  0.121
H -1.990 0.646 1.680  0.127

- structure (SMILES) = C=C(C)OC(O)(O)O
- total charge = 0

=====

Stability, lowest: run a

=====

Run a
The following is a DFT calculation (ωB97M-V with the def2-TZVPD basis set) of a molecular structure, C4H8O4.

Each line ends with the Löwdin charge.
Atoms and positions in Å:
C 1.484 0.207 0.262  -0.235
C 0.107 0.507 -0.204  -0.406
C -1.152 0.486 0.666  -0.276
C -0.904 -0.675 -0.167  -0.249
H 1.397 -1.540 -0.272  0.108
H 2.071 1.108 0.145  0.127
H 1.422 -0.057 1.327  0.135
H 1.326 1.098 -1.726  0.284
H -1.001 0.264 1.755  0.177
H -1.888 1.713 -0.438  0.098
H -1.464 -0.781 -1.045  0.152
H -1.043 -2.258 0.909  0.173
O 2.006 -0.789 -0.567  -0.050
O 0.130 1.223 -1.394  -0.051
O -2.202 1.277 0.357  0.051
O -0.289 -1.782 0.393  -0.038

- total charge = 0

=====

Run b
The following is a DFT calculation (ωB97M-V with the def2-TZVPD basis set) of 2 unconnected molecules or ions with the total composition C4H8O4.

Each line ends with the Löwdin charge.
Atoms and positions in Å:
C 6.555 -4.889 -9.781  -0.030
O 5.427 -3.986 -9.729  -0.033
C 4.592 -4.027 -10.728  -0.349
O 3.807 -3.103 -11.029  0.041
H 7.274 -4.522 -10.533  0.067
H 6.230 -5.902 -10.071  0.080
H 7.067 -4.949 -8.806  0.123
H 4.733 -5.014 -11.212  0.144
C 7.912 -7.391 -10.860  -0.076
O 7.803 -6.119 -11.375  -0.187
C 8.800 -5.272 -11.553  -0.361
O 9.954 -5.548 -11.297  0.091
H 8.325 -8.072 -11.623  0.111
H 6.923 -7.768 -10.550  0.102
H 8.582 -7.397 -9.984  0.113
H 8.421 -4.358 -12.052  0.166

- structure (SMILES) = COC=O.COC=O
- total charge = 0

=====

Stability, lowest: run a